# C21H35MnO11

A molecular structure, C21H35MnO11 (ωB97M-V with the def2-TZVPD basis set, the Open Molecules 2025 dataset).

Values from the calculation:
<S²> = 12.01
charge = +2
multiplicity = 7
frontier orbital gap (alpha / beta) = 5.0 / 2.1 eV

Last column: Löwdin spin population.
Element x y z (Å)
Mn1 6.891 4.404 -10.689  4.78
C1 6.993 4.411 -7.242  0.01
O1 6.567 4.139 -8.591  0.13
H1 7.441 3.538 -6.767  0.00
H2 7.708 5.230 -7.163  0.00
H3 6.162 4.776 -6.639  0.00
O2 10.547 2.839 -1.971  0.00
C2 9.369 2.808 -1.601  0.00
O3 8.364 3.183 -2.280  0.00
C3 8.543 3.864 -3.523  0.00
C4 9.059 5.237 -3.347  0.00
C5 8.908 2.064 -0.331  0.00
H4 7.588 3.865 -4.048  0.00
H5 9.235 3.325 -4.170  0.00
H6 8.838 5.854 -4.218  0.00
H7 10.148 5.214 -3.365  0.00
H8 8.675 5.851 -2.532  0.00
H9 8.543 1.057 -0.532  0.00
H10 8.199 2.751 0.131  0.00
H11 9.773 2.037 0.332  0.00
O4 7.763 6.278 -10.443  0.05
C6 8.791 6.940 -10.201  0.01
O5 9.744 7.265 -11.058  0.01
C7 10.855 7.990 -10.453  0.00
C8 10.265 8.477 -9.145  0.00
C9 9.133 7.535 -8.834  0.00
H12 11.035 8.959 -10.919  0.00
H13 11.709 7.341 -10.261  0.00
H14 9.832 9.469 -9.276  0.00
H15 11.007 8.434 -8.347  0.00
H16 8.268 8.092 -8.476  0.00
H17 9.498 6.695 -8.243  0.00
O6 8.659 -1.169 -2.782  0.00
C10 8.444 -0.489 -3.754  0.00
O7 7.247 -0.135 -4.172  0.00
C11 7.310 0.562 -5.417  0.00
C12 8.814 0.716 -5.784  0.00
C13 9.539 0.179 -4.514  0.00
H18 6.797 1.500 -5.202  0.00
H19 6.852 0.008 -6.237  0.00
H20 8.965 1.791 -5.881  0.00
H21 9.096 0.240 -6.723  0.00
H22 9.978 1.014 -3.969  0.00
H23 10.152 -0.697 -4.727  0.00
O8 3.738 0.121 -8.597  0.76
C14 3.492 1.341 -8.361  0.07
O9 2.858 2.160 -9.199  0.04
C15 2.943 3.536 -8.727  0.00
C16 2.985 3.302 -7.179  0.03
C17 3.879 2.124 -7.059  0.08
H24 2.031 4.066 -9.003  0.00
H25 3.774 4.150 -9.074  0.00
H26 1.981 3.215 -6.764  0.00
H27 3.530 4.173 -6.816  0.01
H28 3.869 1.473 -6.184  0.00
H29 4.933 2.387 -7.144  0.00
O10 13.055 5.133 -9.324  0.00
C18 12.267 4.663 -8.519  0.00
O11 11.281 3.846 -8.940  0.00
C19 10.513 3.378 -7.802  0.00
C20 10.968 4.213 -6.589  0.00
C21 12.313 4.781 -7.007  0.00
H30 10.661 2.314 -7.618  0.00
H31 9.481 3.586 -8.083  0.00
H32 11.058 3.713 -5.625  0.00
H33 10.198 4.959 -6.395  0.00
H34 13.160 4.101 -6.911  0.00
H35 12.611 5.755 -6.618  0.00

---

# C21H35N2O

A gas-phase ion, C21H35N2O (charge +1) (ωB97M-V with the def2-TZVPD basis set, the Open Molecules 2025 dataset).

Values from the calculation:
charge = +1
energy relative to the best compared isomer or geometry (same formula, charge and spin) = 0.220 eV
frontier orbital gap = 9.4 eV

Last column: Mulliken charge in e.
Element x y z (Å)
C1 2.361 -3.905 4.531  -1.12
C2 1.192 -3.087 5.066  -0.36
C3 -0.101 -3.289 4.275  -0.90
C4 -0.023 -2.887 2.801  -0.52
C5 0.278 -1.403 2.602  -0.91
C6 0.117 -0.943 1.152  0.40
C7 1.213 -1.477 0.231  -0.63
C8 0.961 -1.166 -1.245  -1.38
C9 0.975 0.324 -1.588  1.33
C10 2.372 0.939 -1.584  -0.89
C11 2.360 2.437 -1.899  -0.54
C12 1.927 3.325 -0.731  -0.62
O1 0.550 3.263 -0.357  -0.26
C13 -0.364 3.889 -1.179  -0.84
N1 -1.143 2.906 -1.935  0.35
C14 -1.169 2.703 -3.249  -0.06
N2 -1.942 1.672 -3.564  0.13
C15 -2.212 1.165 -4.882  -0.93
C16 -2.446 1.148 -2.390  0.40
C17 -3.277 0.063 -2.135  -0.68
C18 -3.570 -0.195 -0.812  -0.65
C19 -3.062 0.593 0.226  -0.68
C20 -2.239 1.673 -0.016  -0.59
C21 -1.936 1.939 -1.345  0.47
H1 3.218 -3.813 5.194  0.37
H2 2.091 -4.957 4.467  0.29
H3 2.662 -3.565 3.543  0.25
H4 1.002 -3.381 6.101  0.37
H5 1.460 -2.029 5.075  0.25
H6 -0.381 -4.344 4.329  0.37
H7 -0.896 -2.714 4.756  0.34
H8 -0.984 -3.117 2.334  0.33
H9 0.734 -3.493 2.304  0.25
H10 1.295 -1.184 2.930  0.30
H11 -0.404 -0.824 3.230  0.30
H12 -0.858 -1.269 0.776  0.06
H13 0.130 0.149 1.136  0.12
H14 2.177 -1.069 0.540  0.22
H15 1.269 -2.561 0.336  0.42
H16 1.714 -1.676 -1.850  0.38
H17 -0.016 -1.577 -1.519  0.35
H18 0.546 0.452 -2.589  0.25
H19 0.349 0.855 -0.875  -0.82
H20 2.839 0.787 -0.612  0.25
H21 2.985 0.429 -2.330  0.41
H22 1.731 2.628 -2.773  0.11
H23 3.375 2.747 -2.155  0.47
H24 2.452 3.022 0.176  0.34
H25 2.183 4.369 -0.949  0.37
H26 0.103 4.579 -1.894  0.48
H27 -1.076 4.437 -0.547  0.31
H28 -0.645 3.308 -3.966  0.44
H29 -3.285 1.187 -5.077  0.36
H30 -1.864 0.134 -4.963  0.36
H31 -1.702 1.773 -5.626  0.33
H32 -3.669 -0.550 -2.930  0.49
H33 -4.207 -1.031 -0.569  0.44
H34 -3.318 0.343 1.243  0.47
H35 -1.831 2.270 0.782  0.40

---

# C21H35N5O5

5 unconnected molecules or ions with the total composition C21H35N5O5 (ωB97M-V with the def2-TZVPD basis set, the Open Molecules 2025 dataset).

Values from the calculation:
frontier orbital gap = 11.0 eV

Last column: Mulliken charge in e.
Element x y z (Å)
C1 0.028 0.694 2.346  -0.52
C2 -0.434 1.751 1.362  0.59
O1 -0.044 1.726 0.277  -0.48
O2 -1.329 2.750 1.703  -0.32
C3 -2.283 2.346 2.655  0.36
O3 -2.053 2.477 3.765  -0.41
C4 -3.598 1.812 2.094  0.28
O4 -4.126 0.717 2.809  -0.31
C5 -3.480 -0.464 2.581  0.38
N1 -3.301 -0.933 1.307  -0.35
O5 -3.121 -1.091 3.497  -0.45
H1 0.586 1.086 3.194  0.33
H2 -0.844 0.123 2.682  0.03
H3 0.657 -0.001 1.796  0.25
H4 -3.472 1.640 1.022  -0.21
H5 -4.329 2.619 2.177  0.23
H6 -2.462 -1.489 1.224  0.29
H7 -3.386 -0.233 0.580  0.26
C6 4.290 3.353 -0.915  -1.30
C7 4.577 2.254 -1.933  -0.31
C8 3.396 1.304 -2.138  -0.29
C9 3.067 0.554 -0.928  0.29
N2 2.803 -0.026 0.027  -0.49
H8 4.091 2.940 0.076  0.33
H9 5.148 4.020 -0.828  0.38
H10 3.427 3.950 -1.216  0.32
H11 5.457 1.691 -1.618  0.26
H12 4.822 2.710 -2.891  0.35
H13 3.641 0.596 -2.933  0.14
H14 2.519 1.862 -2.472  0.31
C10 5.428 -2.430 -3.180  -0.91
C11 6.477 -2.383 -4.286  -0.44
C12 7.364 -1.136 -4.217  -0.47
C13 6.606 0.097 -4.423  0.30
N3 6.007 1.065 -4.574  -0.45
H15 4.734 -1.590 -3.250  0.11
H16 4.843 -3.347 -3.252  0.36
H17 5.896 -2.406 -2.194  0.32
H18 5.980 -2.432 -5.258  0.30
H19 7.113 -3.266 -4.212  0.32
H20 8.140 -1.202 -4.982  0.30
H21 7.875 -1.094 -3.253  0.28
C14 -3.037 4.429 -1.542  -0.74
C15 -3.381 3.744 -2.860  -0.45
C16 -4.769 3.095 -2.855  -0.50
C17 -4.868 2.012 -1.880  0.36
N4 -4.947 1.168 -1.105  -0.45
H22 -3.006 3.716 -0.716  -0.05
H23 -2.056 4.900 -1.605  0.33
H24 -3.768 5.203 -1.301  0.34
H25 -2.620 2.994 -3.086  0.30
H26 -3.346 4.481 -3.665  0.32
H27 -4.983 2.693 -3.847  0.28
H28 -5.534 3.846 -2.648  0.29
C18 -3.957 -6.517 4.385  -1.16
C19 -3.765 -5.287 5.266  -0.55
C20 -3.185 -4.090 4.506  -0.19
C21 -1.838 -4.351 4.001  0.26
N5 -0.784 -4.562 3.598  -0.49
H29 -3.007 -6.874 3.986  0.35
H30 -4.400 -7.330 4.962  0.34
H31 -4.621 -6.297 3.547  0.30
H32 -3.117 -5.543 6.107  0.32
H33 -4.730 -4.996 5.686  0.33
H34 -3.148 -3.225 5.169  0.28
H35 -3.839 -3.820 3.676  0.22

---

# C21H35NO11S

3 unconnected molecules or ions with the total composition C21H35NO11S (ωB97M-V with the def2-TZVPD basis set, the Open Molecules 2025 dataset).

Values from the calculation:
frontier orbital gap = 8.5 eV

Last column: Mulliken charge in e.
Element x y z (Å)
C1 -7.222 0.048 -2.834  -1.10
C2 -6.231 1.177 -2.895  0.75
O1 -6.601 2.327 -2.919  -0.57
O2 -4.899 0.935 -2.875  -0.17
C3 -4.464 -0.413 -2.979  -0.84
C4 -3.013 -0.458 -2.506  -0.86
C5 -3.026 -0.111 -1.074  0.47
C6 -2.632 0.981 -0.442  1.20
N1 -2.040 2.122 -0.989  -0.50
C7 -2.751 3.050 -1.348  0.56
S1 -3.625 4.188 -1.903  -0.34
C8 -2.958 0.763 1.013  0.14
O3 -2.498 1.239 2.000  -0.48
O4 -3.912 -0.256 1.031  -0.32
C9 -3.518 -1.065 -0.040  0.04
O5 -3.533 -2.259 -0.038  -0.54
H1 -6.959 -0.748 -3.517  0.37
H2 -7.181 -0.378 -1.837  0.32
H3 -8.204 0.440 -3.009  0.32
H4 -4.537 -0.781 -3.994  0.44
H5 -5.015 -1.083 -2.331  0.47
H6 -2.388 0.215 -3.070  0.27
H7 -2.703 -1.494 -2.576  0.33
C10 0.121 -1.059 2.599  -0.69
O6 0.972 -0.021 3.027  -0.21
C11 0.362 0.923 3.894  -0.48
C12 1.247 1.266 5.075  -0.40
O7 1.446 0.225 6.017  -0.46
C13 2.247 -0.891 5.665  -0.25
C14 3.722 -0.605 5.474  -0.55
O8 3.975 0.110 4.276  -0.23
C15 4.963 1.108 4.394  -0.85
H8 -0.521 -0.727 1.775  -0.02
H9 0.750 -1.877 2.246  0.31
H10 -0.500 -1.440 3.416  0.48
H11 -0.598 0.553 4.267  0.35
H12 0.172 1.841 3.325  0.32
H13 0.734 2.054 5.633  0.40
H14 2.197 1.689 4.746  0.13
H15 1.835 -1.420 4.804  0.03
H16 2.166 -1.569 6.519  0.41
H17 4.258 -1.562 5.418  0.38
H18 4.089 -0.044 6.341  0.36
H19 4.842 1.687 5.316  0.39
H20 4.851 1.786 3.549  0.24
H21 5.968 0.672 4.365  0.31
C16 3.454 -1.319 -0.192  -0.57
O9 3.223 -1.441 -1.580  -0.35
C17 2.169 -2.321 -1.920  -0.50
C18 1.256 -1.748 -2.986  -0.43
O10 0.471 -0.637 -2.580  -0.17
C19 1.111 0.610 -2.340  0.05
C20 1.712 1.284 -3.556  -0.78
O11 2.885 0.626 -4.004  -0.28
C21 3.004 0.546 -5.407  -0.79
H22 4.039 -2.164 0.185  0.37
H23 4.020 -0.402 -0.032  0.26
H24 2.519 -1.239 0.371  0.13
H25 1.568 -2.569 -1.039  0.27
H26 2.605 -3.251 -2.307  0.40
H27 0.531 -2.528 -3.233  0.40
H28 1.803 -1.533 -3.905  0.14
H29 1.840 0.531 -1.533  0.02
H30 0.313 1.264 -1.976  0.25
H31 1.980 2.312 -3.285  0.40
H32 0.960 1.312 -4.353  0.35
H33 2.054 0.268 -5.876  0.36
H34 3.735 -0.230 -5.632  0.24
H35 3.356 1.494 -5.827  0.31

---

no.,total energy (Ha),maximum force (eV/A)
1,-2799.061228,5.5
2,-1005.736350,1.0
3,-1471.148180,4.8
4,-2101.615018,1.6